(1)
ORCA calculation (ωB97M-V with the def2-TZVPD basis set) on a molecular structure, C2HCsLiO2 in a non-equilibrium geometry.

Values from the calculation:
E_HOMO (alpha / beta) = -8.7 / -8.9 eV
ΔE to the lowest compared entry with this formula, charge and spin = 256.0 kJ/mol
net charge = +1
E = -254.59265 Eh
gap between HOMO and LUMO (alpha / beta) = 3.7339 / 3.8291 eV

Element x y z (Å)
O 1.16480 -0.29611 -0.35582
C 0.64299 0.61204 0.23440
Cs 0.11817 -1.54097 -3.43807
Li 0.32257 -2.03224 -0.49935
H 0.77592 1.66911 0.10876
C -1.34767 0.89431 1.43237
O -1.67678 0.69385 2.51771

(2)
ORCA calculation (ωB97M-V with the def2-TZVPD basis set) on a molecular structure, C42H47BN4O3PSTc.

Values from the calculation:
spin multiplicity = 4
E_HOMO (alpha / beta) = -9.4 / -9.4 eV
ΔE to the lowest compared entry with this formula, charge and spin = 0.0 kJ/mol
net charge = +1
E = -2918.50478 Eh
<S²> = 3.77
gap between HOMO and LUMO (alpha / beta) = 7.2651 / 7.1596 eV

Element x y z (Å)
Tc 0.37017 0.03322 -0.21529
N -1.82371 0.24216 -0.54176
C -2.32641 1.09050 0.56821
C -2.00875 0.43633 1.90334
N -0.57729 0.14753 2.01841
C 0.28606 0.98382 2.86426
C 1.39523 1.64767 2.05461
N 2.04108 0.67999 1.13298
H -2.01339 0.70889 -1.42286
H -2.31105 -0.65051 -0.55961
H -3.40164 1.26390 0.47925
H -1.81347 2.04984 0.48563
H -2.55796 -0.50488 1.98654
H -2.36056 1.08223 2.71208
H -0.42527 -0.82283 2.26042
H 0.71338 0.36030 3.65281
H -0.29826 1.76725 3.35126
H 2.12555 2.10216 2.72928
H 0.97821 2.42956 1.42236
H 2.54972 -0.02498 1.66063
H 2.70948 1.17790 0.55232
C 2.66346 6.82339 -5.77569
C 2.30982 8.22500 -5.36014
O 2.56813 9.20108 -6.00653
S 1.40018 8.48689 -3.82867
C 1.25517 6.85862 -3.13783
C 2.22932 6.37283 -2.26944
C 2.10554 5.11013 -1.71776
C 1.00093 4.30699 -2.01533
C 0.02042 4.80843 -2.87523
C 0.14397 6.07213 -3.42580
C 0.86135 2.99995 -1.44107
C 0.66722 1.88243 -0.98348
H 3.34323 6.88527 -6.62162
H 1.75342 6.30061 -6.07488
H 3.11392 6.26011 -4.96085
H 3.08168 6.99411 -2.02677
H 2.86461 4.73614 -1.04337
H -0.84346 4.19827 -3.10306
H -0.62292 6.45613 -4.08596
N 0.60806 -2.23065 0.11961
P 0.90778 -3.18635 -1.14955
C -0.44923 -3.09751 -2.33651
C -1.01588 -4.26920 -2.83218
C -2.04276 -4.21327 -3.76499
C -2.51159 -2.99112 -4.21542
C -1.94993 -1.81531 -3.73276
C -0.92671 -1.86977 -2.80237
C 2.43407 -2.73463 -2.00141
C 2.44455 -1.56248 -2.76299
C 3.62292 -1.09617 -3.32155
C 4.80264 -1.80435 -3.13795
C 4.80266 -2.96643 -2.38257
C 3.62772 -3.42577 -1.80609
C 1.01654 -4.89830 -0.62041
C 1.63826 -5.87927 -1.39299
C 1.68505 -7.18959 -0.94410
C 1.10836 -7.52811 0.27213
C 0.46611 -6.56229 1.03275
C 0.41605 -5.24994 0.58872
H -0.67308 -5.23386 -2.48392
H -2.47598 -5.13187 -4.13687
H -3.31002 -2.95045 -4.94418
H -2.30187 -0.85731 -4.09314
H -0.48921 -0.94039 -2.45100
H 1.53651 -1.00246 -2.94391
H 3.61404 -0.18259 -3.90036
H 5.72335 -1.44640 -3.57950
H 5.72276 -3.51413 -2.22843
H 3.65796 -4.29894 -1.17084
H 2.06679 -5.63065 -2.35570
H 2.17148 -7.94564 -1.54549
H 1.15484 -8.54997 0.62438
H -0.00066 -6.83008 1.97098
H -0.09405 -4.50053 1.18064
C 6.01310 -5.25501 4.74719
C 5.92449 -3.74091 4.99336
C 7.10423 -3.04311 4.30256
C 6.03029 -3.48566 6.49704
C 4.61090 -3.23114 4.40922
C 3.57672 -2.74013 5.20947
C 2.35527 -2.31378 4.69037
C 2.21191 -2.39620 3.31293
O 1.11516 -2.07424 2.53959
B 1.48485 -2.38749 1.21695
O 2.80220 -2.86054 1.18500
C 3.22409 -2.87910 2.49958
C 4.42313 -3.30534 3.00292
H 6.92057 -5.65595 5.20215
H 6.04116 -5.48502 3.68094
H 5.15574 -5.77058 5.18288
H 8.04438 -3.38532 4.73807
H 7.04634 -1.96048 4.42799
H 7.13933 -3.25926 3.23460
H 7.00770 -3.81600 6.84994
H 5.27590 -4.03893 7.05866
H 5.93199 -2.42524 6.73601
H 3.71437 -2.68176 6.27868
H 1.56455 -1.94720 5.32957
H 5.19015 -3.68379 2.34219

(3)
ORCA calculation (ωB97M-V with the def2-TZVPD basis set) on a single C2HN3O2 molecule in a non-equilibrium geometry.

Values from the calculation:
E_HOMO (alpha / beta) = -9.4 / -9.7 eV
ΔE to the lowest compared entry with this formula, charge and spin = 945.9 kJ/mol
SMILES string = O=N/N=N\C1=CO1
E = -391.24049 Eh
gap between HOMO and LUMO (alpha / beta) = 7.9126 / 8.4259 eV

Element x y z (Å)
O -1.14357 2.07414 -0.24181
N -0.99160 0.90524 -0.14786
N -1.50856 -0.05819 0.38000
N -0.94061 -1.24676 0.31594
C 0.33690 -1.05858 0.19197
C 1.04272 0.05288 -0.14685
O 1.40678 -1.40384 -0.50980
H 1.79793 0.73510 0.15842

(4)
ORCA calculation (ωB97M-V with the def2-TZVPD basis set) on a molecular structure, C18H26ClN5O4SiY.

Values from the calculation:
E_HOMO = -5.6 eV
ΔE to the lowest compared entry with this formula, charge and spin = 38.5 kJ/mol
net charge = -1
E = -2064.60817 Eh
gap between HOMO and LUMO = 8.1003 eV

Element x y z (Å)
Y -0.47217 -0.27656 -0.04338
C -1.32823 -0.78731 3.80346
C 0.12284 -0.75383 3.42630
C 1.11428 -1.11016 4.32241
C 2.43650 -1.09587 3.87633
C 2.74491 -0.72690 2.59042
C 1.70091 -0.33075 1.72126
N 0.42435 -0.35925 2.18585
N 1.83469 0.05010 0.43228
Si 3.10607 1.07795 -0.09120
C 4.82070 0.28256 -0.04841
C 2.82581 1.55972 -1.88749
C 3.15026 2.65573 0.92270
H -1.51495 -0.17002 4.68351
H -1.63060 -1.80827 4.04227
H -1.95939 -0.43400 2.99003
H 0.86390 -1.40599 5.33159
H 3.23049 -1.39483 4.55176
H 3.76261 -0.76221 2.23295
H 4.82304 -0.65885 -0.60154
H 5.17249 0.07729 0.96356
H 5.55612 0.94512 -0.51311
H 2.86539 0.68176 -2.54045
H 3.62911 2.22110 -2.22066
H 1.89091 2.10468 -2.03220
H 3.39075 2.45806 1.96963
H 2.17907 3.15268 0.88837
H 3.90228 3.34498 0.53089
C -2.33192 0.82774 -3.07639
C -0.91381 1.34188 -2.90188
C -0.34578 1.90166 -4.18950
O -0.13034 0.18974 -2.46956
C -0.89204 2.38250 -1.75180
O -0.96703 3.57389 -1.99327
O -0.80688 1.83646 -0.59000
H -2.35517 0.05719 -3.84815
H -2.99787 1.64240 -3.35850
H -2.72563 0.41253 -2.14724
H -0.43660 1.16848 -4.99222
H 0.70466 2.17621 -4.07364
H -0.88939 2.80718 -4.45085
H 0.80557 0.42191 -2.54844
Cl -0.07033 -3.40155 0.80011
C -0.16981 -2.54445 -0.87805
H -0.94100 -3.11260 -1.40272
H 0.79045 -2.80723 -1.32973
N -3.33723 -2.55707 1.41302
C -3.59241 -1.51469 0.56984
O -2.65332 -0.68948 0.34198
C -4.87180 -1.37946 -0.00265
C -5.18184 -0.25123 -0.79132
N -5.45014 0.66199 -1.44366
C -5.85115 -2.36013 0.25596
N -6.64607 -3.17531 0.45509
H -4.01781 -3.29997 1.45217
H -2.36744 -2.84556 1.46425

(5)
ORCA calculation (ωB97M-V with the def2-TZVPD basis set) on 2 unconnected molecules or ions with the total composition C2HCl2NO in a non-equilibrium geometry.

Values from the calculation:
E_HOMO = -9.1 eV
ΔE to the lowest compared entry with this formula, charge and spin = 282.5 kJ/mol
E = -1127.06750 Eh
gap between HOMO and LUMO = 8.6399 eV

Element x y z (Å)
C 1.48355 -0.11650 0.24370
C -1.24249 -0.41787 0.49466
N 0.61032 0.68446 -0.06398
O 2.32541 -0.63818 0.81389
Cl -2.26706 0.86125 0.23627
Cl -1.25799 -1.49959 -0.88865
H 0.34827 1.12645 -0.83590

(6)
ORCA calculation (ωB97M-V with the def2-TZVPD basis set) on a molecular structure, C5H8O2.

Values from the calculation:
E_HOMO = -9.0 eV
ΔE to the lowest compared entry with this formula, charge and spin = 251.6 kJ/mol
E = -345.70913 Eh
gap between HOMO and LUMO = 9.8152 eV

Element x y z (Å)
C -1.09652 -0.77238 1.29473
C -0.19177 -0.59445 0.11885
C -0.48184 -0.32725 -1.31415
C 0.31812 0.68479 -0.51368
O -0.11902 1.96737 -0.22670
C 1.66891 0.18733 -0.03684
O 1.13221 -1.11007 0.26844
H -0.98493 -1.78142 1.70592
H -2.14462 -0.60689 1.03552
H -0.80148 -0.05229 2.06693
H -0.06665 -0.93380 -2.11531
H -1.50677 -0.00418 -1.47691
H -0.17728 2.46603 -1.04917
H 2.57145 0.15635 -0.65523
H 1.88020 0.72085 0.89761

What is the E in the fifth record?
-1127.06750 Eh

Which value of ΔE to the lowest compared entry with this formula, charge and spin does entry 3 give?
945.9 kJ/mol

Among the records above, which one has the lowest E?
C42H47BN4O3PSTc

Among the records above, which one has the highest ΔE to the lowest compared entry with this formula, charge and spin?
C2HN3O2